# 1
{"formula": "C4H8O2", "method": "ωB97M-V/def2-TZVPD", "elements": ["C", "C", "O", "H", "H", "H", "H", "C", "C", "O", "H", "H", "H", "H"], "positions_angstrom": [[1.72, -0.71, 0.48], [1.26, 0.27, 1.27], [0.84, 1.49, 0.89], [2.01, -1.66, 0.92], [1.85, -0.59, -0.59], [1.17, 0.14, 2.34], [0.74, 1.52, -0.08], [-1.76, -0.08, -0.23], [-0.87, -0.02, -1.43], [-0.07, 0.87, -1.67], [-2.79, -0.30, -0.53], [-1.71, 0.84, 0.35], [-1.42, -0.92, 0.40], [-0.97, -0.86, -2.14]], "homo_lumo_gap_ev": 9.85, "max_force_ha_per_bohr": 0.010, "relative_energy_ev": 1.717, "charge": 0, "total_energy_ha": -307.6493}

=====

# 2
{"formula": "C5H9FO", "method": "ωB97M-V/def2-TZVPD", "elements": ["C", "C", "F", "C", "C", "C", "O", "H", "H", "H", "H", "H", "H", "H", "H", "H"], "positions_angstrom": [[1.86, -0.57, -1.02], [1.02, 0.58, -0.48], [1.06, 0.66, 0.98], [-0.45, 0.52, -0.88], [-1.48, 0.08, -0.18], [-1.52, -0.46, 1.25], [-1.41, 0.56, 2.26], [1.49, -1.56, -0.75], [2.01, -0.49, -2.07], [2.80, -0.45, -0.52], [1.52, 1.47, -0.81], [-0.64, 0.74, -1.95], [-2.45, 0.08, -0.73], [-0.73, -1.25, 1.36], [-2.51, -0.94, 1.43], [-0.59, 1.04, 2.12]], "homo_lumo_gap_ev": 10.77, "max_force_ha_per_bohr": 0.035, "relative_energy_ev": 1.007, "charge": 0, "total_energy_ha": -370.9765}

=====

# 3
{"formula": "C10H13AuN3O5", "method": "ωB97M-V/def2-TZVPD", "elements": ["O", "C", "Au", "O", "C", "C", "O", "C", "O", "C", "O", "C", "N", "C", "C", "N", "N", "C", "C", "H", "H", "H", "H", "H", "H", "H", "H", "H", "H", "H", "H", "H"], "positions_angstrom": [[-2.47, -2.16, 2.65], [-2.91, -1.64, 1.70], [-2.26, -0.73, -1.11], [-5.01, -3.86, -1.85], [-4.21, -3.10, -1.57], [-1.64, -0.89, -2.99], [-0.91, -1.05, -3.86], [-1.20, -3.64, -0.95], [-0.61, -4.62, -0.95], [-3.90, 0.40, -0.97], [-4.74, 1.19, -1.00], [2.50, -1.30, 0.72], [2.21, 0.09, 0.73], [3.26, 0.98, 1.20], [0.93, 0.42, 0.39], [-0.05, -0.43, 0.17], [0.61, 1.75, 0.23], [1.34, 3.00, 0.43], [-0.80, 2.05, -0.13], [3.55, -1.45, 0.88], [2.23, -1.73, -0.24], [1.95, -1.83, 1.49], [3.72, 1.54, 0.38], [2.92, 1.65, 1.99], [4.04, 0.35, 1.61], [0.38, -1.36, 0.34], [1.12, 3.67, -0.43], [0.99, 3.50, 1.37], [2.43, 2.83, 0.47], [-1.04, 1.60, -1.13], [-1.50, 1.63, 0.64], [-0.92, 3.16, -0.19]], "homo_lumo_gap_ev": [10.12, 4.96], "s2": 2.04, "multiplicity": 3, "max_force_ha_per_bohr": 0.113, "relative_energy_ev": 0.772, "charge": 3, "total_energy_ha": -1063.6863}

=====

# 4
{"formula": "C3H2FKO2", "method": "ωB97M-V/def2-TZVPD", "elements": ["O", "C", "C", "O", "C", "F", "H", "H", "K"], "positions_angstrom": [[0.39, -1.12, 0.42], [-1.14, -0.72, 1.43], [0.68, 0.03, -0.27], [-1.82, -0.15, 0.60], [-0.50, 0.26, -1.05], [0.86, 1.33, 0.38], [-0.58, -0.51, -1.82], [-0.67, 1.29, -1.35], [2.80, -0.40, 1.65]], "homo_lumo_gap_ev": 6.14, "max_force_ha_per_bohr": 0.132, "relative_energy_ev": 1.352, "charge": 0, "total_energy_ha": -965.6503}

=====

# 5
{"formula": "C14H20AsCl2N4O3ReS", "method": "ωB97M-V/def2-TZVPD", "elements": ["Re", "N", "C", "C", "C", "C", "C", "C", "S", "O", "O", "N", "C", "N", "C", "C", "C", "N", "H", "H", "H", "H", "H", "H", "H", "H", "H", "C", "As", "C", "C", "O", "H", "H", "H", "H", "H", "H", "H", "H", "H", "Cl", "C", "Cl", "H", "H"], "positions_angstrom": [[0.21, 0.36, -0.17], [7.48, -1.51, -2.98], [6.21, -1.20, -2.79], [5.72, -0.93, -1.48], [4.42, -0.60, -1.28], [3.54, -0.53, -2.39], [4.01, -0.79, -3.71], [5.31, -1.12, -3.90], [1.94, -0.13, -2.22], [1.25, 0.26, -3.40], [1.81, 0.99, -1.05], [0.94, -1.17, -1.38], [1.42, -1.90, -0.28], [0.92, -1.27, 0.82], [1.13, -1.81, 2.04], [1.87, -2.96, 2.12], [2.37, -3.50, 0.93], [2.16, -2.96, -0.28], [8.14, -1.55, -2.21], [7.85, -1.69, -3.90], [6.40, -0.96, -0.64], [4.07, -0.37, -0.28], [3.34, -0.72, -4.55], [5.68, -1.32, -4.90], [0.71, -1.30, 2.90], [2.06, -3.44, 3.07], [2.98, -4.40, 0.94], [-2.10, -1.07, -3.30], [-2.45, 0.53, -2.33], [-1.77, 2.08, -3.20], [-4.23, 0.71, -1.70], [-1.51, 0.41, -0.80], [-2.70, -1.03, -4.21], [-2.40, -1.92, -2.69], [-1.04, -1.11, -3.54], [-2.46, 2.32, -4.01], [-0.78, 1.87, -3.61], [-1.73, 2.92, -2.50], [-4.84, 1.08, -2.53], [-4.25, 1.43, -0.89], [-4.60, -0.26, -1.38], [0.17, 2.43, 1.12], [-0.86, 2.29, 2.66], [-1.70, 0.78, 2.67], [-1.53, 3.14, 2.62], [-0.15, 2.35, 3.48]], "homo_lumo_gap_ev": [5.97, 5.79], "s2": 0.75, "multiplicity": 2, "max_force_ha_per_bohr": 0.011, "relative_energy_ev": 0.000, "charge": 3, "total_energy_ha": -4621.8111}

=====

# 6
{"formula": "C6H5F3NO3S", "method": "ωB97M-V/def2-TZVPD", "elements": ["O", "S", "O", "O", "C", "F", "F", "F", "N", "C", "C", "C", "C", "C", "H", "H", "H", "H", "H"], "positions_angstrom": [[2.30, -1.38, 0.06], [2.03, 0.01, 0.11], [2.80, 1.00, -0.49], [1.52, 0.56, 1.66], [1.14, -0.37, 2.62], [0.60, 0.25, 3.68], [2.16, -1.05, 2.98], [0.20, -1.13, 1.98], [0.35, 0.10, -0.63], [-0.20, 1.32, -0.83], [-1.60, 1.40, -1.14], [-2.37, 0.27, -1.47], [-1.66, -0.99, -1.49], [-0.37, -1.01, -0.94], [0.46, 2.09, -0.60], [-2.05, 2.43, -1.26], [-3.38, 0.51, -1.84], [-2.04, -2.00, -1.72], [0.11, -2.00, -0.68]], "homo_lumo_gap_ev": 9.88, "max_force_ha_per_bohr": 0.061, "relative_energy_ev": 0.000, "charge": 1, "total_energy_ha": -1209.5902}

=====

# 7
{"formula": "C27H31Br2N6O3V", "method": "ωB97M-V/def2-TZVPD", "elements": ["V", "Br", "C", "C", "C", "Br", "C", "C", "C", "C", "N", "C", "C", "O", "H", "H", "H", "H", "C", "C", "C", "C", "C", "C", "C", "O", "C", "C", "C", "H", "H", "H", "H", "H", "H", "H", "H", "H", "H", "H", "H", "N", "C", "N", "N", "C", "N", "H", "H", "H", "H", "O", "C", "C", "C", "C", "C", "C", "N", "H", "H", "H", "H", "H", "H", "H", "H", "H", "H", "H"], "positions_angstrom": [[-0.03, -0.51, 0.02], [-3.58, 1.06, 2.90], [-2.63, -0.55, 3.10], [-2.94, -1.45, 4.13], [-2.24, -2.63, 4.27], [-2.70, -3.81, 5.65], [-1.17, -2.95, 3.38], [-0.37, -4.11, 3.42], [0.64, -4.25, 2.49], [0.84, -3.27, 1.52], [0.10, -2.18, 1.44], [-0.88, -2.03, 2.37], [-1.61, -0.84, 2.23], [-1.20, -0.08, 1.19], [-3.74, -1.23, 4.82], [-0.54, -4.86, 4.18], [1.28, -5.12, 2.50], [1.63, -3.38, 0.78], [-3.89, 0.30, -6.48], [-3.11, 0.78, -5.31], [-1.79, 0.36, -5.10], [-1.07, 0.73, -3.99], [0.41, 0.51, -3.95], [-1.77, 1.48, -2.98], [-1.41, 1.50, -1.64], [-0.54, 0.75, -1.04], [-3.03, 2.11, -3.29], [-3.66, 3.13, -2.38], [-3.67, 1.73, -4.44], [-3.47, -0.61, -6.90], [-3.89, 1.06, -7.27], [-4.94, 0.14, -6.22], [-1.30, -0.24, -5.87], [0.71, -0.26, -4.66], [0.80, 0.27, -2.97], [0.88, 1.44, -4.26], [-1.98, 2.14, -0.97], [-2.92, 3.80, -1.95], [-4.21, 2.65, -1.57], [-4.38, 3.73, -2.94], [-4.63, 2.16, -4.69], [-0.03, -5.25, -4.39], [0.76, -4.51, -3.64], [2.06, -4.78, -3.56], [0.21, -3.48, -2.99], [0.33, -2.65, -2.09], [0.37, -1.82, -1.25], [0.31, -6.04, -4.92], [-1.02, -5.08, -4.40], [2.45, -5.57, -4.05], [2.69, -4.19, -3.05], [1.61, 0.09, 0.74], [2.04, 1.07, 1.47], [1.09, 2.10, 2.00], [1.70, 3.52, 2.03], [2.48, 3.79, 3.31], [3.43, 2.65, 3.68], [4.15, 2.03, 2.50], [3.32, 1.10, 1.69], [0.79, 1.81, 3.01], [0.21, 2.08, 1.38], [0.89, 4.25, 1.93], [2.34, 3.65, 1.15], [1.77, 3.94, 4.14], [3.03, 4.72, 3.20], [2.90, 1.86, 4.23], [4.19, 3.03, 4.36], [4.98, 1.43, 2.85], [4.55, 2.80, 1.84], [3.85, 0.37, 1.22]], "homo_lumo_gap_ev": [5.89, 6.37], "s2": 0.78, "multiplicity": 2, "max_force_ha_per_bohr": 0.069, "relative_energy_ev": 0.473, "charge": 3, "total_energy_ha": -7692.9790}

=====

# 8
{"formula": "C5H13NOS", "method": "ωB97M-V/def2-TZVPD", "elements": ["C", "C", "N", "C", "C", "O", "C", "S", "H", "H", "H", "H", "H", "H", "H", "H", "H", "H", "H", "H", "H"], "positions_angstrom": [[2.64, 0.51, 1.29], [1.52, 0.02, 0.36], [0.47, 1.03, 0.21], [-0.85, 0.53, -0.21], [-1.47, -0.18, 0.98], [-2.34, -1.26, 0.70], [-0.73, -0.43, -1.41], [-2.27, -0.28, -2.41], [3.60, 0.58, 0.78], [2.38, 1.45, 1.77], [2.82, -0.22, 2.08], [2.01, -0.24, -0.58], [1.08, -0.89, 0.74], [0.75, 1.66, -0.54], [-1.40, 1.42, -0.50], [-1.99, 0.58, 1.60], [-0.73, -0.58, 1.67], [-2.99, -1.04, 0.01], [0.08, -0.13, -2.07], [-0.68, -1.45, -1.04], [-1.91, -1.08, -3.42]], "homo_lumo_gap_ev": 9.90, "max_force_ha_per_bohr": 0.036, "relative_energy_ev": 1.258, "charge": 0, "total_energy_ha": -726.4549}

=====

Copy entry 5 word for word.
{"formula": "C14H20AsCl2N4O3ReS", "method": "ωB97M-V/def2-TZVPD", "elements": ["Re", "N", "C", "C", "C", "C", "C", "C", "S", "O", "O", "N", "C", "N", "C", "C", "C", "N", "H", "H", "H", "H", "H", "H", "H", "H", "H", "C", "As", "C", "C", "O", "H", "H", "H", "H", "H", "H", "H", "H", "H", "Cl", "C", "Cl", "H", "H"], "positions_angstrom": [[0.21, 0.36, -0.17], [7.48, -1.51, -2.98], [6.21, -1.20, -2.79], [5.72, -0.93, -1.48], [4.42, -0.60, -1.28], [3.54, -0.53, -2.39], [4.01, -0.79, -3.71], [5.31, -1.12, -3.90], [1.94, -0.13, -2.22], [1.25, 0.26, -3.40], [1.81, 0.99, -1.05], [0.94, -1.17, -1.38], [1.42, -1.90, -0.28], [0.92, -1.27, 0.82], [1.13, -1.81, 2.04], [1.87, -2.96, 2.12], [2.37, -3.50, 0.93], [2.16, -2.96, -0.28], [8.14, -1.55, -2.21], [7.85, -1.69, -3.90], [6.40, -0.96, -0.64], [4.07, -0.37, -0.28], [3.34, -0.72, -4.55], [5.68, -1.32, -4.90], [0.71, -1.30, 2.90], [2.06, -3.44, 3.07], [2.98, -4.40, 0.94], [-2.10, -1.07, -3.30], [-2.45, 0.53, -2.33], [-1.77, 2.08, -3.20], [-4.23, 0.71, -1.70], [-1.51, 0.41, -0.80], [-2.70, -1.03, -4.21], [-2.40, -1.92, -2.69], [-1.04, -1.11, -3.54], [-2.46, 2.32, -4.01], [-0.78, 1.87, -3.61], [-1.73, 2.92, -2.50], [-4.84, 1.08, -2.53], [-4.25, 1.43, -0.89], [-4.60, -0.26, -1.38], [0.17, 2.43, 1.12], [-0.86, 2.29, 2.66], [-1.70, 0.78, 2.67], [-1.53, 3.14, 2.62], [-0.15, 2.35, 3.48]], "homo_lumo_gap_ev": [5.97, 5.79], "s2": 0.75, "multiplicity": 2, "max_force_ha_per_bohr": 0.011, "relative_energy_ev": 0.000, "charge": 3, "total_energy_ha": -4621.8111}